Entry 1:
{"formula": "C22H29NO4", "method": "wB97M-V/def2-TZVPD", "symbols": ["C", "C", "O", "C", "O", "C", "C", "C", "C", "C", "C", "C", "C", "C", "C", "N", "C", "C", "C", "C", "C", "C", "O", "C", "O", "C", "C", "H", "H", "H", "H", "H", "H", "H", "H", "H", "H", "H", "H", "H", "H", "H", "H", "H", "H", "H", "H", "H", "H", "H", "H", "H", "H", "H", "H", "H"], "coordinates": [[3.26763, -1.71953, 1.38729], [1.90770, -2.21138, 0.91510], [1.54440, -1.67804, -0.35910], [0.98345, -0.46292, -0.36859], [0.84190, 0.20284, 0.62415], [0.54471, -0.05425, -1.77137], [1.81217, 0.27988, -2.59487], [2.69116, 1.29378, -1.91974], [3.73837, 0.87900, -1.10740], [4.53034, 1.79939, -0.44528], [4.28992, 3.15424, -0.59434], [3.26358, 3.57995, -1.41954], [2.47194, 2.65645, -2.07892], [-0.40208, 1.14595, -1.68674], [-1.71266, 0.77188, -1.00170], [-2.35778, -0.33937, -1.68415], [-3.68603, -0.61455, -1.14936], [-3.67330, -0.98598, 0.30098], [-3.43805, -2.17466, 0.93141], [-3.37058, -1.88389, 2.31543], [-3.57038, -0.53911, 2.43335], [-3.57636, 0.35785, 3.63125], [-2.56375, 1.33893, 3.61484], [-1.25650, 0.81795, 3.58514], [-3.75568, 0.00566, 1.21325], [-1.50245, -1.50981, -1.69098], [-0.21185, -1.20597, -2.44434], [3.25267, -0.63782, 1.49564], [4.04146, -1.99856, 0.67608], [3.49743, -2.16773, 2.34998], [1.90825, -3.29501, 0.77561], [1.13891, -1.93032, 1.64329], [1.49163, 0.65258, -3.57018], [2.37191, -0.64568, -2.74591], [3.93819, -0.17712, -1.00159], [5.33815, 1.45875, 0.18652], [4.90468, 3.87505, -0.07579], [3.07857, 4.63617, -1.55081], [1.68055, 2.99843, -2.72997], [0.06792, 1.94946, -1.11938], [-0.61445, 1.49577, -2.69815], [-2.39341, 1.62614, -1.03123], [-1.50501, 0.54329, 0.05391], [-4.28917, 0.28704, -1.28282], [-4.12243, -1.42703, -1.73554], [-3.33507, -3.13638, 0.47095], [-3.19854, -2.57937, 3.11179], [-4.51154, 0.92420, 3.67531], [-3.48914, -0.27263, 4.53029], [-1.03755, 0.30721, 2.64166], [-0.58678, 1.66900, 3.68538], [-1.09146, 0.11947, 4.41525], [-2.03870, -2.31933, -2.19425], [-1.25682, -1.84827, -0.66806], [-0.46089, -0.91118, -3.46511], [0.41081, -2.10042, -2.47865]], "smiles": "CCOC(=O)C1(Cc2ccccc2)CCN(Cc2ccc(COC)o2)CC1", "multiplicity": 1, "gap_ha": 0.335, "e_above_lowest_kj_mol": 242.0, "lumo_energy_ev": 0.78}

Entry 2:
{"formula": "C22H30BCl2CrN7O3S", "method": "wB97M-V/def2-TZVPD", "symbols": ["Cr", "C", "C", "C", "C", "C", "N", "N", "B", "N", "N", "C", "C", "C", "C", "C", "N", "N", "C", "C", "C", "C", "C", "H", "H", "H", "H", "H", "H", "H", "H", "H", "H", "H", "H", "H", "H", "H", "H", "H", "H", "H", "H", "H", "H", "N", "C", "C", "C", "C", "C", "C", "S", "O", "O", "O", "H", "H", "H", "H", "H", "H", "Cl", "C", "Cl", "H", "H"], "coordinates": [[-0.35578, -1.32955, 0.10344], [-2.10522, 0.06725, 2.70350], [-0.68665, 0.46862, 2.47062], [0.14103, 1.28702, 3.22228], [1.39876, 1.23718, 2.62599], [2.65207, 1.92188, 3.04800], [1.32603, 0.43704, 1.55112], [0.04569, -0.02693, 1.45170], [2.44227, -0.28544, 0.75241], [2.30815, -1.79886, 1.10085], [1.10144, -2.38138, 0.87691], [1.19821, -3.69365, 1.15802], [0.02297, -4.60580, 1.00849], [2.49526, -3.95230, 1.57452], [3.16840, -2.73232, 1.52556], [4.59181, -2.43575, 1.85198], [2.11991, -0.20270, -0.76067], [0.95823, -0.75550, -1.20710], [0.94847, -0.70138, -2.55913], [-0.18496, -1.21617, -3.38505], [2.12846, -0.10967, -2.97064], [2.84484, 0.19012, -1.81221], [4.20213, 0.79461, -1.69082], [-2.63550, 0.84387, 3.24964], [-2.13517, -0.84119, 3.31004], [-2.63903, -0.11783, 1.76975], [-0.12867, 1.85069, 4.10026], [2.44549, 2.54682, 3.91280], [3.04236, 2.55534, 2.25073], [3.42254, 1.19853, 3.31813], [3.52367, 0.14454, 1.00158], [-0.86845, -4.05934, 0.68391], [-0.21047, -5.08943, 1.95613], [0.23229, -5.38904, 0.28096], [2.90625, -4.90076, 1.87972], [5.08637, -3.34555, 2.18249], [4.66777, -1.68874, 2.64322], [5.12329, -2.05409, 0.97884], [-0.57483, -2.15680, -2.98887], [0.15647, -1.40581, -4.39950], [-0.99546, -0.48515, -3.44852], [2.42949, 0.08823, -3.98686], [4.46526, 1.28751, -2.62359], [4.94657, 0.01965, -1.49837], [4.25591, 1.51805, -0.87836], [-2.26937, -0.84973, -0.81370], [-3.33745, 0.13453, -0.99232], [-3.21005, 1.38209, -0.39631], [-4.15557, 2.35099, -0.66225], [-5.22313, 2.05616, -1.51131], [-5.37515, 0.78757, -2.05098], [-4.41642, -0.18423, -1.79328], [-6.32654, 3.42196, -1.95472], [-7.29975, 2.81277, -2.83614], [-5.39210, 4.33562, -2.58867], [-6.82106, 3.85630, -0.66281], [-2.48239, -1.67021, -1.37848], [-1.43629, -0.37656, -1.19331], [-2.36297, 1.59766, 0.24816], [-4.08203, 3.34555, -0.24014], [-6.22833, 0.58705, -2.68687], [-4.50418, -1.17546, -2.23496], [0.89200, 4.32766, 0.85219], [1.25893, 3.40398, -0.59910], [-0.01806, 2.21941, -0.96588], [2.18129, 2.85954, -0.43383], [1.33094, 4.08153, -1.43920]], "multiplicity": 4, "gap_ha": [0.114, 0.150], "s2": 3.79, "lumo_energy_ev": [-6.14, -5.17], "charge": 1}

Entry 3:
{"formula": "C22H30BF4N3PtS2Si3", "method": "wB97M-V/def2-TZVPD", "symbols": ["Pt", "S", "C", "C", "C", "C", "N", "C", "C", "C", "S", "C", "N", "H", "H", "C", "Si", "C", "C", "C", "Si", "C", "C", "C", "Si", "C", "C", "C", "C", "C", "C", "C", "N", "H", "H", "H", "H", "H", "H", "H", "H", "H", "H", "H", "H", "H", "H", "H", "H", "H", "H", "H", "H", "H", "H", "H", "H", "H", "H", "H", "H", "F", "B", "F", "F", "F"], "coordinates": [[-1.19562, -0.11898, 0.53138], [-1.08670, -2.35544, 0.15968], [-2.16620, -2.53806, -1.20560], [-2.03932, -3.61966, -2.06343], [-2.94706, -3.82553, -3.10209], [-2.79246, -4.96362, -3.96125], [-2.65726, -5.89101, -4.63061], [-3.99663, -2.91276, -3.28169], [-4.12057, -1.82253, -2.42769], [-3.22030, -1.61094, -1.38294], [-3.38900, -0.28136, -0.28167], [-4.94549, -3.09251, -4.34612], [-5.70672, -3.22984, -5.19844], [-1.22420, -4.31901, -1.92530], [-4.92644, -1.11649, -2.58199], [0.48199, -2.55012, 3.04427], [0.82990, -0.70040, 3.03409], [2.55249, -0.57308, 3.82959], [-0.37428, 0.01282, 4.29934], [0.76983, 0.17881, 1.41811], [0.58038, 2.03008, 1.58061], [1.76446, 2.75886, 2.87161], [-1.21110, 2.42445, 2.00863], [0.98807, 2.99771, 0.02770], [2.04313, -0.29186, 0.18620], [2.53235, -2.11251, 0.13632], [3.72066, 0.56396, 0.42208], [1.46772, 0.15795, -1.57615], [2.31618, 0.17517, -2.68371], [1.80793, 0.50946, -3.93026], [0.46649, 0.83682, -4.04515], [-0.31585, 0.81233, -2.89872], [0.17271, 0.47244, -1.71331], [0.76702, -2.94127, 4.02720], [1.04093, -3.09809, 2.28566], [-0.57819, -2.75382, 2.88860], [2.55805, -1.03206, 4.82364], [2.87906, 0.46391, 3.93101], [3.29564, -1.09761, 3.22117], [-0.40869, -0.63951, 5.17768], [-1.37876, 0.06766, 3.87409], [-0.08925, 1.01255, 4.63429], [1.53101, 2.45043, 3.89366], [1.72255, 3.85136, 2.83061], [2.78996, 2.45072, 2.65191], [-1.36370, 2.48606, 3.08833], [-1.93541, 1.66930, 1.64110], [-1.49693, 3.36077, 1.52673], [2.01434, 2.85262, -0.31781], [0.84927, 4.05962, 0.25243], [0.30240, 2.76269, -0.78243], [2.99430, -2.42417, 1.07731], [3.27078, -2.25400, -0.65989], [1.67675, -2.75562, -0.06795], [4.12712, 0.29798, 1.40258], [3.65781, 1.65151, 0.37055], [4.43771, 0.22719, -0.33310], [3.36706, -0.06606, -2.56684], [2.45411, 0.52499, -4.80108], [0.03217, 1.12152, -4.99444], [-1.36214, 1.10089, -2.91305], [-2.05498, 2.78797, -0.90794], [-2.27258, 4.12973, -1.29855], [-1.68665, 4.34194, -2.56331], [-1.66955, 4.98904, -0.34793], [-3.65034, 4.39658, -1.35769]], "multiplicity": 1, "gap_ha": 0.237, "e_above_lowest_kj_mol": 74.0, "lumo_energy_ev": 4.31, "charge": -2}

Number 1: energy -32964.538 eV. Number 2: energy -104846.557 eV. Number 3: energy -87881.001 eV.